DFT (ωB97M-V with the def2-TZVPD basis set) results for 2 unconnected molecules or ions with the total composition C3H11N2O.

Last column: natural (NBO) charge in e.
Atoms and positions in Å:
C: -0.202 -0.727 1.294  -0.44
C: -0.506 1.546 0.499  -0.44
C: 1.058 0.340 -0.439  0.08
N: -1.131 -0.277 -0.976  -0.60
N: -0.290 0.143 0.085  -0.13
O: 1.025 -1.923 -1.131  -0.84
H: -1.144 -1.094 1.605  0.26
H: 0.580 -1.559 1.396  0.29
H: -0.036 -0.124 2.089  0.23
H: -1.444 1.589 0.917  0.26
H: 0.156 1.955 1.152  0.25
H: -0.792 2.163 -0.360  0.26
H: 1.216 0.868 -1.454  0.26
H: 2.033 0.253 0.195  0.28
H: -0.900 0.105 -1.875  0.39
H: -0.927 -1.266 -0.950  0.42
H: 1.303 -1.993 -2.045  0.46

The calculation puts the lowest unoccupied orbital energy (alpha / beta) at -6.16 / -6.16 eV. The value obtained for the total energy is -305.15332 Eh. Its charge is +1. The multiplicity is 1. The max |F| comes out at 5.482 eV/A. The relative energy (zero: lowest compared OMol25 entry of this formula, charge and spin) is 8.1473 eV.